# 1
# C5H5Br2NS

A structure of composition C5H5Br2NS at a distorted geometry (the ωB97M-V functional and the def2-TZVPD basis, the OMol25 dataset).

XYZ file:
```
14
C5H5Br2NS | the OMol25 dataset | the ωB97M-V functional and the def2-TZVPD basis
C -0.009 2.575 -1.200
C -0.066 0.598 -0.292
C 1.298 0.911 -0.147
C -0.540 -0.757 0.166
C 2.555 -0.134 0.362
N -0.764 1.582 -0.872
S 1.641 2.376 -0.917
Br 4.267 0.855 0.569
Br 2.987 -1.693 -0.912
H -0.481 3.324 -1.840
H -1.450 -0.660 0.744
H -0.854 -1.502 -0.609
H 0.258 -1.244 0.799
H 2.323 -0.443 1.292
```

Values from the calculation:
E_LUMO: -0.2 eV
E: -157675.0526 eV
F_max: 5.72 eV Å⁻¹
Kohn-Sham gap: 9.1 eV
E_HOMO: -9.28 eV
Energy relative to the best compared isomer or geometry (same formula, charge and spin): 5.7 kcal/mol

***

# 2
# C5H5BrF2

An isolated molecule of C5H5BrF2 at a distorted geometry (the ωB97M-V functional and the def2-TZVPD basis, the OMol25 dataset).

XYZ file:
```
13
C5H5BrF2 | the OMol25 dataset | the ωB97M-V functional and the def2-TZVPD basis
C -0.812 -1.642 1.431
C -0.903 -0.857 0.322
C 0.431 0.705 -1.449
C 0.469 -0.051 -0.160
C 0.540 1.454 -0.134
F -0.658 2.049 0.224
F 1.577 2.213 0.274
Br 2.079 -0.979 0.015
H -1.668 -1.957 1.898
H 0.212 -2.098 1.534
H -1.945 -0.506 0.154
H 1.226 0.783 -2.256
H -0.550 0.887 -1.854
```

Values from the calculation:
E_LUMO (spin up / spin down): 0.8 / -2.5 eV
E: -80736.6374 eV
F_max: 7.93 eV Å⁻¹
Spin multiplicity: 3
Kohn-Sham gap (spin up / spin down): 7.1 / 7.8 eV
⟨S²⟩: 2.006
E_HOMO (spin up / spin down): -6.31 / -10.30 eV
Energy relative to the best compared isomer or geometry (same formula, charge and spin): 16.0 kcal/mol

***

# 3
# C5H5BrFN

A cluster of 2 separate species, C5H5BrFN in total at a distorted geometry (the ωB97M-V functional and the def2-TZVPD basis, the OMol25 dataset).

XYZ file:
```
13
C5H5BrFN | the OMol25 dataset | the ωB97M-V functional and the def2-TZVPD basis
C 1.326 1.453 0.122
C 0.078 1.166 0.450
C -0.808 0.715 -0.643
C -0.638 -0.380 -1.439
F -1.549 -0.697 -2.294
Br 1.049 -1.377 -1.754
H 1.605 1.409 -0.866
H 2.021 1.804 0.911
H -0.418 1.331 1.401
H -1.766 1.112 -0.643
C -0.246 -2.242 1.552
N -0.768 -1.807 0.660
H 0.115 -2.488 2.545
```

Values from the calculation:
E_LUMO: 0.7 eV
Structure (SMILES): C=C/C=C(/F)Br.C#N
E: -79512.8347 eV
F_max: 4.11 eV Å⁻¹
Kohn-Sham gap: 9.3 eV
E_HOMO: -8.60 eV
Energy relative to the best compared isomer or geometry (same formula, charge and spin): 64.2 kcal/mol

***

# 4
# C5H5BrNO4

A cluster of 2 separate species, C5H5BrNO4 in total at a distorted geometry (the ωB97M-V functional and the def2-TZVPD basis, the OMol25 dataset).

XYZ file:
```
16
C5H5BrNO4 | the OMol25 dataset | the ωB97M-V functional and the def2-TZVPD basis
C 2.754 1.593 -0.585
C 1.893 0.532 -0.561
C 0.877 0.287 0.428
C -2.438 -1.768 -0.414
C -1.439 -0.692 0.441
N -0.198 -0.472 -0.060
O -3.481 -1.980 0.129
O 0.874 0.633 1.590
O -1.811 -2.273 -1.328
O -1.657 -0.622 1.727
Br -2.371 1.708 -0.270
H 3.690 1.737 -1.198
H 2.460 2.285 0.252
H 1.952 -0.210 -1.337
H -0.105 -0.728 -1.022
H -1.000 -0.031 2.209
```

Values from the calculation:
E_LUMO: 2.2 eV
Total charge: -1
E: -84990.0114 eV
F_max: 3.77 eV Å⁻¹
Kohn-Sham gap: 7.0 eV
E_HOMO: -4.76 eV
Energy relative to the best compared isomer or geometry (same formula, charge and spin): 0.0 kcal/mol

***

# 5
# C5H5CdO6

A structure of composition C5H5CdO6 at a distorted geometry (the ωB97M-V functional and the def2-TZVPD basis, the OMol25 dataset).

XYZ file:
```
17
C5H5CdO6 | the OMol25 dataset | the ωB97M-V functional and the def2-TZVPD basis
C 2.389 3.479 -0.808
C 1.034 3.154 -0.017
O 1.160 2.986 1.224
O 2.356 3.586 -1.987
H 3.251 3.699 -0.146
H 0.295 3.911 -0.346
C -1.197 0.751 0.136
C -1.295 -0.516 -0.786
O -2.507 -0.275 -1.462
C -3.224 0.682 -0.871
O -2.459 1.281 0.102
O -4.376 0.900 -1.030
O -0.750 0.643 1.317
H -1.357 -1.422 -0.169
H -0.462 -0.568 -1.494
Cd 0.302 1.800 2.524
H -0.248 1.862 -0.506
```

Values from the calculation:
E_LUMO (spin up / spin down): -11.4 / -13.3 eV
Total charge: +2
E: -22089.0480 eV
F_max: 3.94 eV Å⁻¹
Spin multiplicity: 2
Kohn-Sham gap (spin up / spin down): 7.1 / 5.0 eV
⟨S²⟩: 0.788
E_HOMO (spin up / spin down): -18.45 / -18.40 eV

***

# 6
# C5H5Cl

An isolated molecule of C5H5Cl at a distorted geometry (the ωB97M-V functional and the def2-TZVPD basis, the OMol25 dataset).

XYZ file:
```
11
C5H5Cl | the OMol25 dataset | the ωB97M-V functional and the def2-TZVPD basis
C -0.783 -0.586 0.181
C -1.279 -1.723 0.738
C -0.035 -1.219 1.397
C -0.634 0.418 -0.634
C 0.704 0.978 -1.049
Cl -1.998 1.337 -1.078
H 0.718 -2.021 1.361
H 0.130 -0.637 2.389
H 1.616 0.208 -1.044
H 0.930 1.766 -0.296
H 0.630 1.479 -1.967
```

Values from the calculation:
E_LUMO: -0.9 eV
E: -17782.7425 eV
F_max: 2.76 eV Å⁻¹
Kohn-Sham gap: 7.7 eV
E_HOMO: -8.60 eV
Energy relative to the best compared isomer or geometry (same formula, charge and spin): 111.1 kcal/mol

***

# 7
# C5H5Cl2FeLuNO5

A structure of composition C5H5Cl2FeLuNO5 at a distorted geometry (the ωB97M-V functional and the def2-TZVPD basis, the OMol25 dataset).

XYZ file:
```
20
C5H5Cl2FeLuNO5 | the OMol25 dataset | the ωB97M-V functional and the def2-TZVPD basis
Lu -0.264 -0.561 -5.548
Fe -0.333 -1.324 0.932
Cl -1.341 1.542 -5.368
Cl 0.489 -2.034 -0.885
C -1.186 -2.868 1.751
C -0.774 -0.119 -7.821
C -0.133 -2.106 -7.359
O -1.729 -3.330 2.673
O -1.018 -0.131 -8.956
O -0.134 -2.686 -8.366
N 1.358 1.825 4.595
C 0.073 1.724 3.806
C 0.215 0.398 3.052
O 1.103 -0.351 3.512
O -0.586 0.197 2.054
H 1.615 0.882 4.962
H 1.305 2.507 5.348
H 2.074 2.154 3.940
H -0.711 1.705 4.557
H -0.024 2.577 3.123
```

Values from the calculation:
E_LUMO (spin up / spin down): -15.1 / -16.6 eV
Total charge: +4
E: -109999.7913 eV
F_max: 9.37 eV Å⁻¹
Spin multiplicity: 6
Kohn-Sham gap (spin up / spin down): 8.0 / 6.4 eV
⟨S²⟩: 8.768
E_HOMO (spin up / spin down): -23.14 / -22.96 eV
Energy relative to the best compared isomer or geometry (same formula, charge and spin): 38.6 kcal/mol

***

# 8
# C5H5Cl2N

An isolated molecule of C5H5Cl2N at a distorted geometry (the ωB97M-V functional and the def2-TZVPD basis, the OMol25 dataset).

XYZ file:
```
13
C5H5Cl2N | the OMol25 dataset | the ωB97M-V functional and the def2-TZVPD basis
N -2.476 -0.738 1.604
C -1.518 -0.481 0.998
C -0.382 -0.138 0.309
C 0.762 -1.130 0.314
Cl 1.693 -0.790 1.870
C 0.498 1.166 -0.013
C -0.575 0.681 -0.916
Cl -0.171 -0.087 -2.611
H 1.232 -0.829 -0.581
H 0.419 -2.118 0.277
H 0.279 2.305 0.272
H 1.747 0.844 -0.301
H -1.509 1.314 -1.222
```

Values from the calculation:
E_LUMO: 0.4 eV
Structure (SMILES): N#C[C@]1(CCl)C[C@H]1Cl
E: -31797.4058 eV
F_max: 4.74 eV Å⁻¹
Kohn-Sham gap: 11.2 eV
E_HOMO: -10.76 eV
Energy relative to the best compared isomer or geometry (same formula, charge and spin): 85.1 kcal/mol

***

# 9
# C5H5Cl2P

A structure of composition C5H5Cl2P at a distorted geometry (the ωB97M-V functional and the def2-TZVPD basis, the OMol25 dataset).

XYZ file:
```
13
C5H5Cl2P | the OMol25 dataset | the ωB97M-V functional and the def2-TZVPD basis
C -1.332 -0.711 0.135
C -1.263 0.304 1.079
C -0.630 -0.758 -1.056
C 0.584 -0.066 -1.315
C -0.239 1.088 1.463
P 1.586 0.517 -0.058
Cl 3.092 1.519 -0.960
Cl 2.515 -1.117 0.634
H -2.195 -1.257 0.144
H -2.020 0.290 1.722
H -1.147 -1.343 -1.788
H 1.043 -0.100 -2.325
H 0.006 1.633 2.325
```

Values from the calculation:
E_LUMO (spin up / spin down): -1.1 / -1.1 eV
E: -39596.3048 eV
F_max: 4.95 eV Å⁻¹
Kohn-Sham gap (spin up / spin down): 6.2 / 6.2 eV
E_HOMO (spin up / spin down): -7.30 / -7.30 eV
Energy relative to the best compared isomer or geometry (same formula, charge and spin): 67.7 kcal/mol